(1)
Molecular formula: C6H11Br3FN2O3P
Method: DFT, ωB97M-V/def2-TZVPD

ORCA input file:
```
! wB97M-V def2-TZVPD RIJCOSX def2/J DEFGRID3
* xyz 0 1
N 1.70926 -2.99072 1.90124
P 1.25902 -2.39459 0.52033
C 0.27320 -0.84420 0.71442
C 1.04863 0.19160 1.51615
C 2.23736 0.81575 0.80345
F 1.96696 1.16050 -0.49831
O -0.16953 -0.47759 -0.58310
C -1.38546 0.14503 -0.49845
O -1.95768 0.56990 -1.36340
O -1.71468 0.16427 0.81576
C -1.09300 -1.01487 1.39435
N -1.87414 -2.15733 0.96322
H 1.32968 -3.92178 2.02246
H 2.35897 -2.01209 -0.28361
H 0.42176 -3.26607 -0.21606
H 0.38201 0.97818 1.85515
H 1.44195 -0.28684 2.41044
H 3.10860 0.16496 0.82310
H 2.50680 1.72667 1.33030
H -1.12595 -0.98190 2.47375
H -2.84454 -1.89614 0.86888
H -1.52452 -2.53820 0.09272
C -1.32783 3.85841 -3.34143
Br -0.64760 4.74961 -4.91137
Br -2.66489 2.54552 -3.79188
Br 0.09698 3.10164 -2.28366
H -1.81137 4.61028 -2.73444
*
```

* lowest unoccupied orbital energy: 0.01186 Eh
* HOMO-LUMO gap: 9.6 eV
* electronic energy: -8733.66211 Ha
* molecular weight: 448.85 g/mol

natural (NBO) population analysis, charges in e, atoms 1 to 5:
1. N -1.32
2. P 1.33
3. C -0.08
4. C -0.49
5. C 0.06

---

(2)
Molecular formula: C6H11BrN2O2S
Method: DFT, ωB97M-V/def2-TZVPD

ORCA input file:
```
! wB97M-V def2-TZVPD RIJCOSX def2/J DEFGRID3
* xyz 0 1
H -0.55789 -2.39544 1.89321
N -0.81074 -1.44866 2.10617
C -0.44442 -0.54652 1.33019
C -1.00402 0.90316 1.69078
Br 0.20133 2.15708 2.47433
S -1.54309 1.35135 0.08945
O -1.74683 2.71144 -0.12771
O -2.62548 0.53044 -0.28188
N -0.00292 0.94792 -0.50826
C 0.23594 1.06491 -1.96116
C 0.32635 -0.33696 0.08107
C 1.90245 -0.38898 0.37091
C 0.16918 -1.64235 -0.78638
H -1.85307 0.71318 2.38731
H -0.03282 2.05251 -2.18151
H 1.21041 0.95700 -2.18382
H -0.52384 0.45105 -2.43711
H 2.12506 -1.05714 1.26203
H 2.32027 0.60511 0.36534
H 2.46789 -0.87442 -0.46555
H -0.83122 -1.64396 -1.21333
H 0.22712 -2.53836 -0.17586
H 0.79034 -1.57234 -1.72821
*
```

* SMILES string: [H]/N=C1/[C@@H](Br)S(=O)(=O)N(C)C1(C)C
* lowest unoccupied orbital energy: 0.01225 Eh
* HOMO-LUMO gap: 10.2 eV
* electronic energy: -3467.33367 Ha
* energy relative to the best compared isomer or geometry (same formula, charge and spin): 10.5 kJ/mol
* molecular weight: 255.14 g/mol

natural (NBO) population analysis, charges in e, atoms 1 to 5:
1. H 0.35
2. N -0.59
3. C 0.34
4. C -0.66
5. Br 0.10

---

(3)
Molecular formula: C6H11BrN5
Method: DFT, ωB97M-V/def2-TZVPD

ORCA input file:
```
! wB97M-V def2-TZVPD RIJCOSX def2/J DEFGRID3
* xyz 1 1
C -0.78306 -3.70892 -0.03500
C -1.05280 -2.21383 -0.00022
N -2.24483 -1.68707 0.03776
C -2.10655 -0.36001 0.12073
Br -3.56793 0.74743 0.48512
C -0.72874 -0.10990 0.05644
C -0.13808 1.25858 -0.26644
N -1.13291 2.01885 -0.92122
N 1.08075 1.66350 0.17427
C 1.96037 0.74685 0.93265
N 1.58087 2.96264 -0.13424
N -0.09141 -1.28726 -0.05672
H -1.05273 -4.05204 -0.99324
H 0.32851 -3.79757 0.07972
H -1.43212 -3.98451 0.73985
H -0.83025 2.13356 -1.90514
H -1.10519 3.12688 -0.41230
H 2.72923 0.32160 0.21963
H 2.57636 1.37832 1.64296
H 1.31465 -0.12382 1.23379
H 2.33514 3.17752 0.57250
H 1.46320 3.16715 -1.09329
H 0.89752 -1.37795 -0.47762
*
```

* SMILES string: Cc1nc(Br)c(/C(N)=[N+](\C)N)[nH]1
* lowest unoccupied orbital energy (spin up / spin down): -0.15703 / -0.15704 Eh
* HOMO-LUMO gap (spin up / spin down): 7.9 / 7.9 eV
* electronic energy: -3082.67718 Ha
* energy relative to the best compared isomer or geometry (same formula, charge and spin): 0.0 kJ/mol
* molecular weight: 233.09 g/mol

natural (NBO) population analysis, charges in e, atoms 1 to 5:
1. C -0.64
2. C 0.43
3. N -0.46
4. C 0.13
5. Br 0.18

---

(4)
Molecular formula: C6H11BrN6
Method: DFT, ωB97M-V/def2-TZVPD

ORCA input file:
```
! wB97M-V def2-TZVPD RIJCOSX def2/J DEFGRID3
* xyz 2 1
Br -4.59230 -0.47620 0.18231
C -3.46560 0.76208 -0.65361
N -2.86652 1.78584 -0.14076
N -1.81488 2.05172 0.30211
C -0.81414 0.97492 0.56983
C 0.43596 1.50395 -0.21066
C 1.85434 1.20006 0.47890
C 2.40631 -0.17880 0.14918
N 1.70775 -1.16930 0.44312
N 0.93712 -2.03083 0.72769
C -0.17323 -2.37659 -0.14906
N -0.92888 -1.17450 -0.63645
N -1.45815 -0.26441 0.27971
H -3.62692 0.62968 -1.69601
H -0.69717 1.13996 1.63845
H 0.58445 2.52117 -0.38411
H 0.41205 0.98048 -1.26196
H 2.61888 1.94065 0.16405
H 1.57286 1.49938 1.54748
H 3.37256 -0.43144 -0.34696
H 0.26227 -2.81211 -1.00903
H -0.67376 -3.20180 0.34098
H -1.74113 -1.66796 -0.96636
H -1.74165 -0.64049 1.11708
*
```

* SMILES string: BrC=[N+]=N[C@@H]1CCC=[N+]=NCNN1
* lowest unoccupied orbital energy: -0.32432 Eh
* HOMO-LUMO gap: 9.0 eV
* electronic energy: -3136.87592 Ha
* energy relative to the best compared isomer or geometry (same formula, charge and spin): 0.0 kJ/mol
* molecular weight: 247.10 g/mol

natural (NBO) population analysis, charges in e, atoms 1 to 5:
1. Br 0.28
2. C 0.04
3. N -0.02
4. N 0.08
5. C 0.02

---

Question: electronic energy of number 1 (C6H11Br3FN2O3P)?
Answer: -8733.66211 Ha

---

Question: electronic energy of number 2 (C6H11BrN2O2S)?
Answer: -3467.33367 Ha